The following is a quantum chemistry calculation of a 9-piece molecular cluster, H18O9 overall in a non-equilibrium geometry, from OMol25.

Computed properties:
* HOMO: -11.21 eV
* HOMO-LUMO gap: 10.5 eV
* LUMO: -0.6775 eV
* energy above the lowest of the compared OMol25 structures with the same formula, charge and spin: 102.0 kcal/mol

Each line ends with the Löwdin charge.
Geometry (Å):
O  4.354  0.062  2.379  -0.089
O  0.328  0.657  -0.801  -0.041
O  -0.813  0.064  3.175  -0.048
O  3.362  2.878  -3.145  -0.079
O  5.001  -1.947  0.069  -0.071
O  -5.455  0.477  0.602  -0.052
O  -1.549  -3.173  -0.814  -0.039
O  -3.362  -1.928  -2.075  -0.024
O  -2.016  4.139  0.535  -0.003
H  1.004  0.129  -0.354  0.035
H  -2.613  -2.137  -2.550  0.004
H  -2.403  -3.196  -1.268  0.008
H  -1.716  -0.235  2.821  0.075
H  3.318  2.732  -2.229  -0.011
H  -0.419  0.658  -0.222  0.003
H  3.483  -0.187  1.883  0.081
H  5.008  -0.583  2.206  -0.022
H  -4.758  0.140  -0.005  0.036
H  -2.579  3.364  0.475  0.032
H  4.245  2.526  -3.535  0.090
H  -2.151  4.388  1.384  -0.030
H  -3.399  -0.958  -2.018  0.071
H  -0.328  -0.596  2.763  -0.024
H  -1.805  -2.756  -0.046  -0.020
H  4.466  -2.636  -0.328  0.029
H  5.875  -2.178  -0.355  0.072
H  -5.077  0.296  1.455  0.016

The following is a quantum chemistry calculation of a 9-piece molecular cluster, H18O9 overall in a non-equilibrium geometry, from OMol25.

Computed properties:
* HOMO: -10.79 eV
* HOMO-LUMO gap: 10.3 eV
* LUMO: -0.4664 eV
* energy above the lowest of the compared OMol25 structures with the same formula, charge and spin: 80.0 kcal/mol

Each line ends with the Löwdin charge.
Geometry (Å):
O  -0.177  0.888  2.731  -0.053
O  2.478  -4.630  1.978  -0.059
O  -1.811  2.307  0.077  -0.061
O  0.994  -0.171  -3.430  -0.073
O  1.972  2.409  -1.079  -0.053
O  -3.221  -1.639  1.405  -0.054
O  -0.180  -0.863  -1.399  -0.049
O  3.285  -0.143  1.369  -0.053
O  -3.603  1.700  -2.029  -0.066
H  -3.358  0.773  -1.935  0.026
H  2.953  0.675  0.981  0.023
H  -1.110  0.652  2.792  0.032
H  1.578  2.714  -1.904  0.035
H  3.081  -4.255  2.629  0.036
H  1.583  -0.620  -2.813  0.031
H  -2.282  -1.454  1.287  0.013
H  -0.110  -1.234  -0.512  0.038
H  0.286  0.063  2.914  0.029
H  0.838  0.688  -3.021  0.009
H  2.707  3.016  -0.932  0.044
H  -0.883  -0.208  -1.324  0.034
H  -4.433  1.774  -1.545  0.040
H  -1.001  1.785  0.115  0.007
H  -1.555  3.100  -0.407  0.041
H  2.730  -0.829  0.982  0.020
H  -3.238  -2.515  1.807  0.041
H  2.476  -3.985  1.261  0.023

The following is a quantum chemistry calculation of a 9-piece molecular cluster, H18O9 overall in a non-equilibrium geometry, from OMol25.

Computed properties:
* HOMO: -10.05 eV
* HOMO-LUMO gap: 10.3 eV
* LUMO: 0.2709 eV
* energy above the lowest of the compared OMol25 structures with the same formula, charge and spin: 106.2 kcal/mol

Each line ends with the Löwdin charge.
Geometry (Å):
O  3.292  -0.941  2.211  -0.073
O  0.272  1.776  -5.021  -0.025
O  1.465  -3.952  3.270  -0.025
O  -2.888  0.972  1.355  -0.106
O  -3.479  -1.967  -1.908  -0.030
O  -1.916  1.956  -2.385  -0.075
O  -0.608  -0.027  0.151  -0.092
O  1.116  -0.616  2.763  -0.083
O  1.843  2.513  -1.378  -0.037
H  1.208  -0.558  3.720  0.043
H  -0.033  -0.592  0.649  -0.022
H  -0.715  -0.556  -0.732  0.090
H  -2.843  -2.478  -2.443  0.051
H  1.935  3.081  -0.647  0.003
H  -3.701  -2.458  -1.173  -0.018
H  3.564  -0.720  3.079  0.018
H  -2.283  2.686  -2.982  0.073
H  4.098  -1.029  1.634  0.080
H  -3.591  1.706  1.235  0.074
H  0.541  1.647  -4.148  -0.014
H  1.201  -1.608  2.652  0.036
H  0.247  2.710  -5.195  0.026
H  2.152  -4.117  3.868  0.007
H  2.490  2.916  -1.977  0.039
H  1.820  -3.330  2.617  0.022
H  -2.025  2.221  -1.485  0.003
H  -3.164  0.763  2.269  0.033

The following is a quantum chemistry calculation of a 9-piece molecular cluster, H18O9 overall in a non-equilibrium geometry, from OMol25.

Computed properties:
* HOMO: -10.89 eV
* HOMO-LUMO gap: 10.4 eV
* LUMO: -0.4988 eV
* energy above the lowest of the compared OMol25 structures with the same formula, charge and spin: 75.0 kcal/mol

Each line ends with the Löwdin charge.
Geometry (Å):
O  -1.316  1.289  -2.865  -0.008
O  2.591  -1.277  -2.058  -0.043
O  -0.381  -2.907  -1.235  -0.035
O  0.587  0.326  -0.841  -0.006
O  2.039  0.082  1.623  -0.027
O  -0.688  3.211  0.506  -0.042
O  -0.452  -1.382  1.674  0.002
O  -1.973  0.063  -0.034  -0.013
O  -0.515  1.186  2.392  -0.058
H  0.254  3.325  0.275  0.053
H  0.222  1.287  2.994  0.059
H  0.491  1.007  -1.445  0.024
H  3.090  -1.114  -1.275  0.016
H  1.755  -0.687  2.070  -0.007
H  -0.216  -2.139  -1.772  0.007
H  -0.437  0.282  2.032  -0.022
H  0.292  -2.768  -0.553  0.024
H  0.290  -1.959  1.738  0.075
H  -0.672  2.468  1.051  -0.073
H  -1.080  -1.528  2.333  0.071
H  -1.481  -0.510  0.523  -0.033
H  1.679  -1.126  -1.777  -0.021
H  -2.516  0.524  0.590  0.058
H  -0.242  0.552  -0.518  -0.029
H  1.389  0.202  0.920  -0.009
H  -0.752  0.539  -2.835  0.002
H  -1.953  1.054  -3.514  0.033

The following is a quantum chemistry calculation of a 9-piece molecular cluster, H18O9 overall in a non-equilibrium geometry, from OMol25.

Computed properties:
* HOMO: -11.28 eV
* HOMO-LUMO gap: 10.8 eV
* LUMO: -0.5009 eV
* energy above the lowest of the compared OMol25 structures with the same formula, charge and spin: 101.4 kcal/mol

Each line ends with the Löwdin charge.
Geometry (Å):
O  2.898  1.287  0.547  -0.035
O  5.517  1.222  0.161  -0.054
O  4.445  -2.477  -1.951  -0.097
O  -4.074  2.346  0.159  -0.092
O  -4.086  -2.907  -2.005  -0.067
O  -0.055  -0.389  3.304  -0.029
O  -2.171  -3.091  1.792  -0.044
O  -2.260  4.106  -1.129  -0.101
O  0.160  -0.407  -0.413  -0.022
H  -1.981  -3.766  1.188  -0.003
H  -1.581  3.982  -1.869  0.067
H  4.328  -1.480  -1.795  0.058
H  5.129  2.126  0.035  0.066
H  0.632  0.396  -0.753  0.050
H  -3.292  -2.466  -2.330  0.029
H  -2.641  3.267  -0.851  -0.032
H  -0.327  -0.614  4.231  0.070
H  -2.482  -2.377  1.190  0.048
H  -0.663  -0.042  -0.324  -0.033
H  3.544  1.493  -0.157  0.015
H  0.258  -1.173  3.025  -0.047
H  -3.980  1.433  -0.292  0.090
H  -4.799  -2.290  -2.246  0.041
H  2.086  1.708  0.354  0.015
H  4.859  0.558  0.005  -0.005
H  4.635  -2.665  -1.005  0.041
H  -4.100  2.218  1.132  0.067

The following is a quantum chemistry calculation of a 9-piece molecular cluster, H18O9 overall in a non-equilibrium geometry, from OMol25.

Computed properties:
* HOMO: -11.37 eV
* HOMO-LUMO gap: 11.6 eV
* LUMO: 0.2432 eV
* energy above the lowest of the compared OMol25 structures with the same formula, charge and spin: 42.1 kcal/mol

Each line ends with the Löwdin charge.
Geometry (Å):
O  1.270  1.715  2.015  -0.086
O  0.864  -2.334  -0.798  -0.042
O  -0.954  -1.503  -2.865  -0.111
O  0.652  1.566  -1.132  -0.037
O  -1.332  -0.899  0.001  -0.083
O  1.132  -1.038  1.509  -0.062
O  -0.760  -0.453  3.157  -0.056
O  -1.423  1.836  1.375  -0.062
O  0.376  0.894  -4.018  -0.025
H  -1.066  1.101  0.879  -0.021
H  1.424  -0.160  1.214  0.040
H  -0.541  -0.685  -3.327  0.053
H  -1.666  1.292  2.161  0.046
H  0.864  1.253  -3.270  0.026
H  -1.133  -1.033  -2.001  0.017
H  1.239  -1.672  0.810  0.001
H  0.505  2.178  -0.403  0.034
H  -2.053  -0.882  0.703  0.105
H  0.014  -0.840  2.755  -0.019
H  -0.629  -1.486  0.365  0.034
H  0.261  1.633  2.290  0.067
H  1.766  2.138  2.699  0.034
H  0.285  0.716  -0.867  0.009
H  1.417  -2.968  -1.172  0.034
H  0.259  -2.140  -1.564  0.043
H  -0.243  1.532  -4.281  0.026
H  -0.528  0.241  3.767  0.036

> Number 2 is which compound?

H18O9

> Look up the HOMO of the third one.

-10.05 eV

> Look up the HOMO of the sixth one.

-11.37 eV

> The lowest energy above the lowest of the compared OMol25 structures with the same formula, charge and spin belongs to which entry?

number 6